No. 1
A structure of composition C34H45N2OPPtS. Source: the OMol25 dataset; level of theory: the ωB97M-V functional and the def2-TZVPD basis.

XYZ file:
```
85
Properties=species:S:1:pos:R:3:mulliken_spin:R:1
Pt 0.821 -0.590 0.540 0.94
S 0.022 -3.226 -1.570 0.03
P 1.386 1.338 2.068 0.16
O -1.413 0.948 -0.809 0.03
N -0.101 -2.588 -0.115 0.09
N -1.127 -0.945 2.174 0.03
C -3.779 -1.980 -2.245 0.00
C -4.374 -3.081 -2.842 0.00
C -3.629 -4.222 -3.098 0.00
C -2.369 -0.493 2.348 0.00
C -0.546 2.871 3.532 0.01
C 1.153 -0.588 -1.659 0.50
C -0.214 0.133 -3.527 0.01
C 1.202 -1.402 -4.910 0.49
C 1.770 0.657 3.762 0.01
C -2.979 -0.516 3.600 0.00
C -0.516 -1.531 3.196 0.00
C -1.798 1.853 0.195 -0.01
C 0.185 -1.371 -3.824 -0.06
C 2.618 1.505 4.701 0.01
C 0.830 0.549 -2.525 0.18
C 3.075 1.850 1.461 -0.02
C -0.357 1.073 -4.661 0.34
C 2.759 -1.584 1.082 0.40
C -2.339 -1.119 4.665 0.00
C 1.408 1.787 -2.564 -0.17
C 2.542 -1.273 -4.658 -0.17
C -1.089 -1.679 4.447 0.00
C 3.057 -1.316 -3.376 0.53
C -3.158 -0.066 1.145 0.02
C 0.726 -1.792 -2.465 0.11
C 3.600 3.257 1.726 0.00
C 1.117 2.675 -3.609 0.46
C 0.272 2.279 -4.658 -0.14
C -3.136 1.425 0.788 0.01
C -2.438 -2.015 -1.909 0.00
C 2.195 -1.584 -2.240 -0.08
C -1.697 -3.152 -2.180 0.01
C -2.285 -4.264 -2.765 0.00
C 0.666 2.993 2.615 0.05
H 3.051 1.690 0.379 0.00
H 0.126 2.957 -5.489 0.00
H 4.118 -1.249 -3.202 0.01
H -0.697 -1.952 -4.108 -0.01
H -0.592 1.262 -1.218 0.03
H 2.138 2.059 -1.814 0.00
H 3.577 1.742 4.249 0.00
H 2.652 -2.197 -1.472 0.03
H -0.573 -2.211 5.230 0.00
H -5.422 -3.052 -3.105 0.00
H -3.916 1.601 0.043 0.00
H 0.846 -1.421 -5.928 0.03
H -2.767 -0.613 0.291 -0.02
H 3.007 4.008 1.210 0.00
H -1.696 -5.151 -2.951 0.00
H 2.114 2.429 4.974 0.00
H 3.480 -1.294 0.322 -0.02
H -4.198 -0.359 1.308 0.00
H -0.326 2.251 4.396 0.00
H -1.896 2.865 -0.226 -0.01
H 0.080 -3.292 0.591 -0.01
H -1.020 0.788 -5.463 0.01
H 2.808 0.948 5.619 0.00
H 3.767 1.108 1.871 0.01
H -2.811 -1.171 5.635 0.00
H -4.362 -1.097 -2.031 0.00
H -1.188 0.049 -3.016 0.11
H 3.174 -1.314 2.051 -0.04
H 0.812 0.430 4.235 0.00
H 3.222 -1.183 -5.494 0.00
H 2.271 -0.297 3.605 0.00
H -1.400 2.437 3.019 -0.01
H -1.029 1.867 0.974 0.03
H 1.449 3.550 3.128 0.00
H 2.624 -2.665 1.056 -0.01
H -3.965 -0.093 3.717 0.00
H -0.838 3.855 3.897 0.00
H 0.480 -1.902 2.991 -0.01
H -4.099 -5.083 -3.550 0.00
H -3.352 2.040 1.665 0.00
H 1.604 3.637 -3.646 0.03
H 4.620 3.328 1.350 0.00
H -1.948 -1.181 -1.430 0.02
H 3.626 3.508 2.783 0.00
H 0.389 3.552 1.717 0.00
```

Values from the calculation:
Energy above the lowest of the compared OMol25 structures with the same formula, charge and spin: 133.7 kJ/mol
2S+1: 5
Net charge: 0
Calculated total energy: -64379.6572 eV
HOMO energy (spin up / spin down): -5.43 / -7.42 eV
HOMO-LUMO gap (spin up / spin down): 5.98 / 7.45 eV

No. 2
A structure of composition C34H46As4N2PdS2. Source: the OMol25 dataset; level of theory: the ωB97M-V functional and the def2-TZVPD basis.

XYZ file:
```
89
Properties=species:S:1:pos:R:3:mulliken_charge:R:1
Pd 0.273 0.464 0.229 1.36
As 4.875 -4.199 -2.310 0.27
As -1.491 1.972 0.833 1.03
As 1.276 -1.747 0.688 0.93
As 2.020 1.203 -1.482 0.85
S -0.885 -0.525 -1.520 -0.69
S 1.415 1.867 1.790 -0.62
N -2.688 -0.891 0.437 0.62
N -2.867 -2.252 -1.503 -0.53
C 2.732 -0.365 -2.432 -1.92
C -0.114 5.965 0.423 -0.72
C -1.861 0.462 3.263 -0.80
C 5.180 -4.361 -0.377 -0.94
C -0.966 4.865 0.401 -0.28
C -1.903 1.740 2.721 0.56
C 1.173 5.818 0.917 -0.55
C -4.519 2.639 -1.951 -0.77
C -2.362 1.360 5.437 -0.52
C -5.559 2.886 0.202 -0.64
C 0.107 -3.294 0.871 -1.54
C 0.801 3.463 1.300 0.24
C 1.316 2.162 -3.028 -1.40
C 3.279 -5.337 -2.436 -1.03
C -0.520 3.639 0.862 -0.20
C -2.398 2.639 4.900 -0.71
C 1.631 4.579 1.353 -0.68
C -4.494 -2.425 0.215 -1.25
C 2.181 -2.369 -0.943 -1.12
C 4.062 -2.412 -2.619 -1.98
C 4.282 -0.998 -0.551 -1.60
C 3.302 -1.536 -1.595 2.63
C -3.968 -2.814 -1.016 0.84
C -4.348 2.611 0.825 -0.41
C -5.644 2.906 -1.183 -0.47
C -2.096 0.272 4.617 -0.96
C 3.616 2.276 -1.194 -1.42
C -2.170 2.828 3.544 -0.14
C 2.542 -2.183 2.106 -1.38
C -2.285 -1.295 -0.767 -0.04
C -3.796 -1.459 0.908 -0.11
C -4.613 -3.889 -1.840 -1.30
C -3.218 2.359 0.059 0.52
C -3.308 2.363 -1.332 -0.42
H -4.002 -4.097 -2.714 0.33
H -2.532 1.213 6.496 0.39
H -6.438 3.082 0.802 0.40
H -0.454 6.924 0.057 0.41
H 2.647 4.467 1.714 0.46
H 1.839 6.671 0.952 0.38
H 4.288 2.167 -2.046 0.45
H 3.009 -3.150 1.918 0.37
H -1.633 -0.379 2.617 0.42
H 2.772 -5.120 -3.377 0.32
H -6.588 3.129 -1.664 0.37
H 1.905 -0.729 -3.048 0.52
H -4.125 -1.117 1.885 0.42
H -0.587 -3.141 1.696 0.42
H 0.436 1.640 -3.403 0.38
H -2.591 3.493 5.538 0.41
H -4.585 2.637 -3.031 0.41
H -5.604 -3.570 -2.170 0.32
H 1.364 -2.499 -1.658 0.64
H 3.402 -2.602 -3.472 0.54
H 3.305 3.317 -1.106 0.47
H -1.982 4.966 0.034 0.47
H 2.560 -3.360 -0.702 -0.31
H -5.401 -2.861 0.609 0.38
H 1.023 3.161 -2.704 0.39
H 0.704 -4.188 1.060 0.43
H 3.782 -0.320 0.146 -0.02
H 4.296 -4.194 0.235 0.11
H 4.889 -1.816 -3.013 0.53
H 4.724 -1.805 0.033 0.23
H 2.064 2.240 -3.818 0.43
H 1.981 -2.233 3.039 0.52
H -2.434 2.128 -1.928 0.36
H 3.305 -1.415 2.205 0.35
H 4.120 1.989 -0.275 0.36
H -2.178 3.831 3.131 0.43
H -4.738 -4.801 -1.256 0.33
H 3.598 -6.379 -2.459 0.41
H 5.971 -3.681 -0.064 0.31
H 5.090 -0.442 -1.033 0.38
H 3.510 -0.002 -3.112 0.55
H 5.533 -5.379 -0.209 0.42
H -0.461 -3.424 -0.049 0.38
H -2.056 -0.726 5.035 0.41
H -4.294 2.585 1.906 0.40
H 2.574 -5.202 -1.618 0.24
```

Values from the calculation:
Energy above the lowest of the compared OMol25 structures with the same formula, charge and spin: 79.0 kJ/mol
2S+1: 1
Net charge: 0
Calculated total energy: -307490.7203 eV
HOMO energy: -6.85 eV
HOMO-LUMO gap: 6.82 eV